(1)
C32H25I2IrN2O2P | ωB97M-V/def2-TZVPD

Results
spin multiplicity: 2
charge: +2
E_tot: -68979.3797 eV
relative energy (zero: lowest compared OMol25 entry of this formula, charge and spin): 2.382 eV
largest force on an atom: 0.0765 hartree/bohr
HOMO-LUMO gap (alpha / beta): 7.7 / 5.4 eV
highest occupied orbital energy (alpha / beta): -0.5058 / -0.5059 hartree

Element x y z (Å)
Ir -1.193 -0.373 0.203
I -1.047 -7.777 2.051
C -0.958 -5.745 1.919
C -0.806 -4.972 3.076
C -0.717 -3.609 2.970
I -0.510 -2.442 4.652
C -0.776 -2.953 1.681
O -0.654 -1.688 1.670
C -0.961 -3.773 0.500
C -0.973 -3.195 -0.895
N -1.878 -2.032 -1.034
C -2.023 -1.539 -2.423
C -2.277 -0.055 -2.467
C -2.814 0.554 -3.600
C -2.809 1.925 -3.687
C -2.173 2.679 -2.673
C -2.081 2.013 -1.452
N -1.999 0.668 -1.371
C -1.046 -5.127 0.648
H -0.766 -5.448 4.046
H -1.258 -3.979 -1.601
H 0.031 -2.857 -1.161
H -2.796 -2.293 -0.675
H -2.815 -2.077 -2.948
H -1.090 -1.748 -2.953
H -3.240 -0.061 -4.381
H -3.200 2.431 -4.560
H -2.531 3.698 -2.581
H -1.992 2.562 -0.528
H -1.173 -5.753 -0.226
O -2.914 1.038 1.604
C -1.719 1.055 1.477
C -0.758 1.937 2.169
C -1.124 2.828 3.169
C -0.127 3.544 3.814
C 1.210 3.361 3.465
C 1.567 2.474 2.456
C 0.566 1.775 1.794
P 0.819 0.648 0.408
C 0.844 1.680 -1.082
C 0.834 3.077 -1.063
C 0.410 3.742 -2.197
C -0.117 2.991 -3.263
C 0.337 1.672 -3.416
C 0.774 1.000 -2.300
C 2.459 -0.034 0.612
C 3.489 0.294 -0.268
C 4.772 -0.166 -0.011
C 5.019 -0.961 1.099
C 3.986 -1.307 1.964
C 2.703 -0.853 1.719
H -2.165 2.934 3.443
H -0.386 4.234 4.606
H 1.982 3.913 3.985
H 2.607 2.342 2.186
H 1.102 3.615 -0.162
H 0.314 4.820 -2.205
H -0.176 3.545 -4.197
H 0.215 1.165 -4.364
H 1.018 -0.057 -2.345
H 3.301 0.918 -1.132
H 5.580 0.099 -0.679
H 6.023 -1.315 1.292
H 4.185 -1.929 2.826
H 1.895 -1.115 2.394

How is the electron density shared among the atoms? According to natural (NBO), the charges in e are:
1 Ir 0.62
2 I 0.40
3 C -0.12
4 C -0.26
5 C -0.20
6 I 0.32
7 C 0.46
8 O -0.59
9 C -0.11
10 C -0.24
11 N -0.66
12 C -0.27
13 C 0.23
14 C -0.25
15 C -0.11
16 C -0.24
17 C 0.09
18 N -0.46
19 C -0.18
20 H 0.26
21 H 0.22
22 H 0.23
23 H 0.41
24 H 0.24
25 H 0.24
26 H 0.25
27 H 0.25
28 H 0.27
29 H 0.23
30 H 0.24
31 O -0.51
32 C 0.48
33 C -0.11
34 C -0.16
35 C -0.17
36 C -0.16
37 C -0.19
38 C -0.38
39 P 1.30
40 C -0.37
41 C -0.21
42 C -0.17
43 C -0.24
44 C -0.17
45 C -0.22
46 C -0.46
47 C -0.17
48 C -0.20
49 C -0.15
50 C -0.22
51 C -0.13
52 H 0.25
53 H 0.24
54 H 0.24
55 H 0.24
56 H 0.24
57 H 0.24
58 H 0.26
59 H 0.23
60 H 0.22
61 H 0.23
62 H 0.24
63 H 0.24
64 H 0.24
65 H 0.22

---

(2)
C32H26AsFMoN3O11S3 | ωB97M-V/def2-TZVPD

Results
spin multiplicity: 3
charge: -1
E_tot: -158521.2595 eV
relative energy (zero: lowest compared OMol25 entry of this formula, charge and spin): 0.000 eV
largest force on an atom: 0.0110 hartree/bohr
HOMO-LUMO gap (alpha / beta): 7.5 / 7.6 eV
highest occupied orbital energy (alpha / beta): -0.2188 / -0.2157 hartree

Element x y z (Å)
Mo 0.609 0.570 -0.050
C -4.262 -3.369 1.269
C -3.169 -2.525 1.858
C -3.441 -1.245 2.337
C -2.431 -0.438 2.824
C -1.131 -0.930 2.840
C -0.833 -2.206 2.388
C -1.860 -2.994 1.895
S 0.150 0.114 3.406
O -0.375 1.059 4.358
O 1.294 -0.665 3.794
N 0.498 0.958 2.026
C 1.556 1.836 2.073
C 2.106 2.568 3.127
C 3.163 3.397 2.820
C 3.655 3.495 1.513
C 3.061 2.736 0.529
N 2.046 1.925 0.830
H -5.242 -2.930 1.455
H -4.247 -4.377 1.687
H -4.141 -3.443 0.188
H -4.456 -0.870 2.297
H -2.631 0.562 3.182
H 0.186 -2.563 2.406
H -1.630 -3.983 1.514
H 1.693 2.479 4.121
H 3.619 3.986 3.607
H 4.486 4.140 1.272
H 3.393 2.734 -0.503
O 2.633 -0.860 -3.641
As 3.274 -0.076 -2.216
O 4.347 1.086 -2.565
O 1.839 0.559 -1.512
C 4.135 -1.523 -1.253
C 5.515 -1.519 -1.385
C 6.260 -2.583 -0.883
C 5.628 -3.641 -0.258
C 4.244 -3.643 -0.110
C 3.505 -2.589 -0.608
S 1.750 -2.520 -0.348
O 1.658 -1.307 0.512
O 1.337 -3.719 0.322
O 1.184 -2.282 -1.670
H 2.039 -1.557 -3.310
H 5.989 -0.681 -1.881
H 7.338 -2.579 -0.985
H 6.211 -4.467 0.128
H 3.724 -4.445 0.396
O -4.910 -2.190 -2.093
S -4.349 -0.869 -2.045
O -5.244 0.254 -2.051
N -3.310 -0.744 -0.788
C -2.090 -0.566 -1.195
O -1.111 -0.445 -0.375
C -1.907 -0.507 -2.685
C -0.759 -0.317 -3.429
C -0.871 -0.304 -4.815
C -2.103 -0.480 -5.435
C -3.260 -0.668 -4.685
C -3.127 -0.676 -3.313
H 0.201 -0.186 -2.958
H 0.020 -0.159 -5.412
H -2.165 -0.464 -6.515
H -4.225 -0.800 -5.156
F -3.545 4.610 3.330
C -2.798 4.075 2.330
C -3.355 3.107 1.520
C -2.579 2.561 0.508
C -1.263 2.978 0.293
C -0.402 2.341 -0.749
C -0.750 3.971 1.129
C -1.505 4.522 2.154
H -4.374 2.784 1.683
H -3.015 1.793 -0.119
H 0.361 3.046 -1.092
H -1.002 2.062 -1.623
H 0.268 4.314 0.979
H -1.104 5.283 2.809

How is the electron density shared among the atoms? According to Mulliken, the charges in e are:
1 Mo 0.39
2 C -1.59
3 C 1.27
4 C -0.74
5 C -0.56
6 C -0.66
7 C -0.41
8 C -0.74
9 S 1.39
10 O -0.74
11 O -0.74
12 N 0.74
13 C 0.28
14 C -0.98
15 C -0.40
16 C -1.00
17 C -0.18
18 N 0.48
19 H 0.36
20 H 0.43
21 H 0.26
22 H 0.26
23 H 0.57
24 H 0.72
25 H 0.41
26 H 0.58
27 H 0.44
28 H 0.45
29 H 0.54
30 O -0.65
31 As 0.78
32 O -0.77
33 O -0.35
34 C -0.16
35 C -0.63
36 C -0.60
37 C -0.56
38 C -0.56
39 C -0.11
40 S 1.30
41 O -0.39
42 O -0.71
43 O -0.85
44 H 0.44
45 H 0.55
46 H 0.38
47 H 0.39
48 H 0.53
49 O -0.71
50 S 1.24
51 O -0.73
52 N -0.14
53 C -0.50
54 O 1.21
55 C -0.05
56 C 0.27
57 C -1.23
58 C -0.50
59 C -0.72
60 C -0.28
61 H 0.90
62 H 0.49
63 H 0.40
64 H 0.46
65 F -0.38
66 C 0.59
67 C -0.99
68 C 0.16
69 C 0.59
70 C -2.04
71 C -0.11
72 C -0.91
73 H 0.48
74 H 0.43
75 H 0.57
76 H 0.88
77 H 0.34
78 H 0.44

---

(3)
C32H26BBrF3N8O5Ti | ωB97M-V/def2-TZVPD

Results
charge: -1
E_tot: -157758.8463 eV
relative energy (zero: lowest compared OMol25 entry of this formula, charge and spin): 0.000 eV
largest force on an atom: 0.0092 hartree/bohr
HOMO-LUMO gap: 8.0 eV
highest occupied orbital energy: -0.2054 hartree

Element x y z (Å)
Ti 0.437 0.044 0.025
C 5.580 0.404 1.826
C 4.609 0.937 0.960
N 3.631 0.071 0.749
N 3.940 -1.023 1.470
C 5.098 -0.848 2.139
B 3.007 -2.234 1.435
N 1.719 -2.010 2.264
C 1.523 -2.449 3.514
C 0.272 -2.040 3.935
C -0.247 -1.352 2.839
N 0.632 -1.338 1.838
N 2.596 -2.512 -0.007
C 3.147 -3.434 -0.808
C 2.689 -3.229 -2.091
C 1.830 -2.137 -1.978
N 1.778 -1.704 -0.720
H 6.489 0.865 2.175
H 4.573 1.902 0.479
H 5.498 -1.637 2.756
H 3.575 -3.190 1.901
H 2.288 -3.028 4.004
H -0.203 -2.230 4.882
H -1.198 -0.868 2.707
H 3.831 -4.159 -0.398
H 2.926 -3.792 -2.976
H 1.263 -1.639 -2.738
C 2.261 1.119 3.825
O 2.861 2.303 3.301
C 2.133 3.071 2.446
C 2.377 4.431 2.496
C 1.693 5.333 1.686
C 0.711 4.869 0.841
C 0.465 3.496 0.745
C -0.689 3.019 0.031
N -0.888 1.784 -0.231
N -2.195 1.451 -0.552
C -2.400 0.266 -0.069
O -1.476 -0.395 0.564
C -3.715 -0.387 -0.281
C -4.729 0.294 -0.954
C -5.934 -0.337 -1.213
C -6.132 -1.650 -0.804
C -5.122 -2.329 -0.137
C -3.913 -1.701 0.123
C 1.212 2.562 1.498
O 1.022 1.269 1.354
H 2.312 0.300 3.114
H 1.217 1.299 4.091
H 2.830 0.873 4.719
H 3.123 4.774 3.204
H 1.911 6.391 1.752
H 0.122 5.554 0.242
H -1.498 3.716 -0.174
H -4.549 1.308 -1.284
H -6.715 0.190 -1.748
H -7.072 -2.147 -1.015
H -5.269 -3.357 0.168
H -3.096 -2.227 0.601
F 2.442 2.216 -0.949
C 1.625 1.260 -1.491
F 0.827 1.965 -2.362
F 2.444 0.554 -2.314
Br -3.115 2.542 -5.178
C -3.142 0.763 -4.505
C -4.157 -0.089 -4.909
C -4.182 -1.384 -4.411
C -3.209 -1.806 -3.520
C -2.203 -0.935 -3.123
C -2.160 0.363 -3.618
C -1.206 -1.395 -2.079
O -1.251 -2.532 -1.647
O -0.363 -0.473 -1.722
H -4.915 0.259 -5.598
H -4.977 -2.056 -4.713
H -3.217 -2.803 -3.098
H -1.382 1.036 -3.285

How is the electron density shared among the atoms? According to Mulliken, the charges in e are:
1 Ti -1.02
2 C -1.39
3 C -0.11
4 N 0.10
5 N -0.07
6 C -0.16
7 B -0.27
8 N -0.40
9 C -0.11
10 C -1.50
11 C -0.46
12 N 1.15
13 N -0.48
14 C -0.23
15 C -1.57
16 C -0.29
17 N 0.95
18 H 0.39
19 H 0.53
20 H 0.48
21 H -0.18
22 H 0.44
23 H 0.43
24 H 0.66
25 H 0.42
26 H 0.41
27 H 0.69
28 C -0.98
29 O -0.50
30 C -0.86
31 C -0.51
32 C -0.83
33 C -0.96
34 C 0.77
35 C -0.86
36 N 1.27
37 N -0.86
38 C -0.04
39 O 0.53
40 C 0.66
41 C -0.26
42 C -0.71
43 C -0.40
44 C -0.81
45 C -0.28
46 C 1.45
47 O 0.67
48 H 0.23
49 H 0.30
50 H 0.26
51 H 0.45
52 H 0.37
53 H 0.45
54 H 0.43
55 H 0.43
56 H 0.40
57 H 0.39
58 H 0.39
59 H 0.41
60 F -0.26
61 C 0.81
62 F -0.31
63 F -0.27
64 Br -0.23
65 C -0.23
66 C -0.41
67 C -0.72
68 C -0.69
69 C 0.60
70 C 0.17
71 C -0.21
72 O -0.66
73 O 0.35
74 H 0.41
75 H 0.39
76 H 0.48
77 H 0.39